{
  "formula": "C19H34IrN4O2P",
  "method": "the ωB97M-V functional and the def2-TZVPD basis",
  "symbols": ["Ir", "N", "C", "C", "N", "H", "H", "H", "H", "H", "H", "H", "H", "O", "C", "N", "C", "C", "C", "C", "C", "N", "H", "H", "H", "H", "H", "H", "H", "H", "H", "C", "P", "C", "C", "H", "H", "H", "H", "H", "H", "H", "H", "H", "C", "C", "O", "C", "C", "C", "C", "C", "C", "H", "H", "H", "H", "H", "H", "H", "H"],
  "coordinates": [[-0.4330, -0.1172, -0.2402], [-0.9356, -0.3630, -2.6630], [0.2962, -0.7251, -3.3819], [1.0146, -1.7623, -2.5533], [1.2190, -1.1585, -1.2225], [-1.6616, -1.0430, -2.8457], [-1.3069, 0.5222, -2.9931], [0.9139, 0.1720, -3.4720], [0.1016, -1.0961, -4.3889], [1.9626, -2.0617, -2.9998], [0.3970, -2.6547, -2.4337], [1.9317, -0.4337, -1.3090], [1.5892, -1.8379, -0.5634], [-3.2108, 1.4602, 2.5844], [-2.4145, 1.2332, 1.7500], [-1.5997, 1.0445, 0.9015], [2.0891, 0.8149, 4.1744], [1.5773, -0.5940, 3.8273], [2.7195, -1.6191, 3.8161], [0.4533, -1.0192, 4.7874], [0.9944, -0.5198, 2.4788], [0.5415, -0.4376, 1.4290], [2.5136, 0.7813, 5.1775], [1.2790, 1.5433, 4.1703], [2.8696, 1.1380, 3.4860], [3.1297, -1.6807, 4.8234], [3.5215, -1.3184, 3.1423], [2.3659, -2.6117, 3.5363], [0.8703, -1.0694, 5.7928], [0.0627, -2.0062, 4.5374], [-0.3622, -0.2961, 4.7933], [-0.7764, -3.3749, 0.6656], [-1.7623, -1.9269, 0.2262], [-2.8016, -2.4328, -1.1584], [-2.9142, -1.6907, 1.5852], [-1.4433, -4.2136, 0.8735], [-0.1855, -3.1728, 1.5580], [-0.1148, -3.6571, -0.1537], [-3.4959, -3.1910, -0.7903], [-2.2161, -2.8834, -1.9578], [-3.3805, -1.5846, -1.5247], [-3.4491, -2.6306, 1.7357], [-3.6310, -0.9069, 1.3480], [-2.3910, -1.4289, 2.5041], [-2.0722, 4.1033, -2.7351], [-1.4555, 2.8404, -2.2266], [-2.1251, 1.8699, -1.9303], [0.0425, 2.7267, -2.1646], [0.7053, 2.2239, -1.0263], [2.0940, 2.1218, -1.0255], [2.8286, 2.4522, -2.1574], [2.1781, 2.9572, -3.2713], [0.7963, 3.1239, -3.2623], [-3.1398, 4.0943, -2.5366], [-1.9169, 4.1754, -3.8151], [-1.6026, 4.9785, -2.2851], [0.1671, 2.1423, -0.0771], [2.6099, 1.8248, -0.1191], [3.9071, 2.3676, -2.1515], [2.7478, 3.2530, -4.1422], [0.3084, 3.5549, -4.1270]],
  "lowdin_charge": [1.12, -0.01, -0.20, -0.20, -0.09, 0.07, 0.07, 0.11, 0.14, 0.14, 0.11, 0.09, 0.10, 0.12, -0.51, -0.10, -0.01, -0.57, -0.02, -0.02, -0.03, 0.04, 0.11, 0.10, 0.09, 0.11, 0.10, 0.09, 0.11, 0.09, 0.10, -0.21, 0.74, -0.22, -0.21, 0.08, 0.04, 0.05, 0.08, 0.05, 0.07, 0.08, 0.06, 0.06, 0.02, -0.39, 0.02, -0.16, -0.11, -0.09, -0.05, -0.03, 0.00, 0.10, 0.10, 0.11, 0.08, 0.11, 0.12, 0.13, 0.13],
  "energy_ev": -42425.5153,
  "charge": 2,
  "e_above_lowest_ev": 2.084,
  "homo_energy_ev": -14.57,
  "gap_ev": 7.79
}

***

{
  "formula": "C32H32N4O3P2TeV",
  "method": "the ωB97M-V functional and the def2-TZVPD basis",
  "symbols": ["V", "Te", "C", "C", "C", "N", "C", "C", "C", "P", "C", "C", "C", "C", "C", "C", "C", "C", "C", "C", "C", "C", "P", "C", "C", "C", "C", "C", "C", "C", "C", "C", "C", "C", "C", "H", "H", "H", "H", "H", "H", "H", "H", "H", "H", "H", "H", "H", "H", "H", "H", "H", "H", "H", "H", "H", "H", "H", "H", "N", "C", "C", "N", "H", "H", "H", "H", "H", "H", "H", "H", "O", "N", "O", "O"],
  "coordinates": [[-0.3411, -0.3575, -0.1718], [-5.0099, 0.5720, 0.7889], [-5.5430, -0.3978, 2.6343], [-5.8094, 0.4083, 3.7331], [-6.0267, -0.2052, 4.9615], [-5.9832, -1.5211, 5.1330], [-5.7406, -2.2832, 4.0736], [-5.5172, -1.7729, 2.8000], [-2.9935, 0.1979, 1.2213], [-2.1798, -1.3558, 0.8914], [-1.6601, -2.2046, 2.4120], [-0.7797, -3.2790, 2.2329], [-0.3375, -3.9996, 3.3304], [-0.7508, -3.6385, 4.6076], [-1.6035, -2.5594, 4.7866], [-2.0614, -1.8381, 3.6918], [-3.2716, -2.5406, 0.0711], [-3.7204, -2.2103, -1.2097], [-4.5331, -3.0861, -1.9074], [-4.9174, -4.2875, -1.3273], [-4.4844, -4.6126, -0.0510], [-3.6559, -3.7486, 0.6489], [-1.7304, 1.3839, 0.7067], [-1.3665, 2.3173, 2.2325], [-0.3430, 3.2659, 2.2320], [-0.0674, 3.9933, 3.3787], [-0.8087, 3.7778, 4.5328], [-1.8278, 2.8361, 4.5405], [-2.1042, 2.1044, 3.3952], [-2.6677, 2.5666, -0.3055], [-3.3267, 3.6674, 0.2432], [-4.2065, 4.3999, -0.5383], [-4.4400, 4.0370, -1.8573], [-3.7690, 2.9559, -2.4132], [-2.8822, 2.2207, -1.6420], [-5.8466, 1.4860, 3.6385], [-6.2387, 0.3865, 5.8454], [-5.7219, -3.3529, 4.2534], [-5.3315, -2.4382, 1.9681], [-0.4599, -3.5414, 1.2302], [0.3228, -4.8455, 3.1915], [-0.4141, -4.2069, 5.4643], [-1.9180, -2.2790, 5.7835], [-2.7317, -0.9986, 3.8303], [-3.4002, -1.2817, -1.6629], [-4.8628, -2.8354, -2.9069], [-5.5524, -4.9722, -1.8735], [-4.7911, -5.5456, 0.4032], [-3.3092, -4.0158, 1.6385], [0.2187, 3.4466, 1.3208], [0.7229, 4.7324, 3.3758], [-0.5922, 4.3476, 5.4264], [-2.4111, 2.6739, 5.4375], [-2.9037, 1.3738, 3.3879], [-3.1548, 3.9448, 1.2751], [-4.7241, 5.2471, -0.1080], [-5.1470, 4.5990, -2.4529], [-3.9425, 2.6823, -3.4456], [-2.3569, 1.3706, -2.0635], [0.7722, -0.3056, 1.6046], [2.1452, -0.3428, 1.0625], [2.3316, 0.9165, 0.2198], [1.1769, 1.0313, -0.7019], [0.6698, 0.4772, 2.2470], [0.5849, -1.1500, 2.1433], [2.2432, -1.2357, 0.4404], [2.9057, -0.3800, 1.8454], [3.2780, 0.8708, -0.3191], [2.3559, 1.7866, 0.8788], [1.4009, 0.5209, -1.5704], [1.0145, 1.9947, -0.9673], [-0.1581, -2.1251, -0.7357], [-0.0585, -1.2865, -1.7247], [1.0172, -1.1732, -2.3739], [-1.1215, -0.6093, -1.9874]],
  "lowdin_charge": [0.51, 1.42, -0.51, -0.14, -0.14, 0.07, -0.13, -0.11, -0.81, 0.93, -0.37, -0.11, -0.06, -0.06, -0.06, -0.07, -0.35, -0.11, -0.05, -0.06, -0.06, -0.10, 0.90, -0.37, -0.10, -0.07, -0.06, -0.06, -0.08, -0.41, -0.11, -0.07, -0.06, -0.06, -0.11, 0.09, 0.11, 0.11, 0.08, 0.11, 0.11, 0.11, 0.11, 0.09, 0.09, 0.11, 0.11, 0.11, 0.11, 0.10, 0.11, 0.11, 0.11, 0.07, 0.11, 0.11, 0.11, 0.11, 0.09, -0.03, -0.20, -0.19, -0.02, 0.10, 0.09, 0.13, 0.13, 0.13, 0.12, 0.09, 0.11, -0.13, -0.66, -0.03, -0.11],
  "s2": 2.12,
  "energy_ev": -97354.6679,
  "charge": 1,
  "e_above_lowest_ev": 0.957,
  "homo_energy_ev": [-10.69, -10.42],
  "spin_multiplicity": 3,
  "gap_ev": [7.88, 5.61]
}

***

{
  "formula": "C23H45BBrN5O6S",
  "method": "the ωB97M-V functional and the def2-TZVPD basis",
  "symbols": ["C", "O", "C", "C", "C", "C", "C", "C", "C", "C", "C", "C", "C", "C", "N", "C", "B", "C", "O", "O", "S", "O", "O", "C", "Br", "C", "C", "C", "C", "N", "C", "N", "N", "C", "O", "C", "N", "H", "H", "H", "H", "H", "H", "H", "H", "H", "H", "H", "H", "H", "H", "H", "H", "H", "H", "H", "H", "H", "H", "H", "H", "H", "H", "H", "H", "H", "H", "H", "H", "H", "H", "H", "H", "H", "H", "H", "H", "H", "H", "H", "H", "H"],
  "coordinates": [[-3.7140, -3.8716, 0.1162], [-2.9597, -4.6218, -0.8244], [-1.7131, -5.0752, -0.2954], [-0.4762, -4.2372, -0.7501], [-0.6723, -3.4858, -2.0931], [0.3515, -2.3382, -2.3211], [1.8333, -2.8390, -2.5307], [2.5632, -1.7969, -3.4426], [3.6726, -0.9647, -2.7343], [3.2036, -0.3044, -1.3875], [3.3486, 1.2469, -1.3801], [4.0947, 1.8448, -0.1535], [3.4566, 1.5747, 1.2423], [2.0409, 2.2515, 1.4956], [1.9573, 3.3329, 0.4733], [2.0418, 2.9804, 2.8794], [2.4206, 2.1364, 4.1964], [1.8300, 2.5992, 5.6237], [3.2161, 1.0076, 4.2112], [0.8345, 3.7451, 3.1769], [-0.4973, 2.7981, 3.1354], [-1.5429, 3.4597, 3.8593], [-0.9213, 2.8182, 1.5250], [-0.4912, 1.6238, 0.8703], [-0.5245, 1.9610, -1.0948], [-1.5607, 0.5204, 1.1424], [-2.8595, 0.5851, 0.2984], [-3.6347, 1.9281, 0.3494], [-4.9114, 1.8764, -0.5476], [-4.6537, 2.1748, -1.9664], [-4.3112, 1.0583, -2.7239], [-3.3730, 1.1054, -3.5771], [-5.0358, -0.1928, -2.5124], [0.9721, 1.1634, 1.2130], [0.9181, 0.1010, 2.2252], [1.3080, -1.0402, 1.7545], [1.6052, -1.8956, 1.0903], [-3.2555, -2.8720, 0.2677], [-3.8061, -4.4278, 1.0725], [-4.7373, -3.7621, -0.2868], [-1.7647, -5.0183, 0.8118], [-1.6107, -6.1426, -0.5664], [0.3752, -4.9310, -0.8898], [-0.2729, -3.4795, 0.0277], [-0.5804, -4.1993, -2.9407], [-1.6854, -3.0484, -2.1729], [-0.0101, -1.7765, -3.2080], [0.3017, -1.6213, -1.4726], [1.7443, -3.8395, -2.9951], [2.3118, -2.8764, -1.5345], [1.8646, -1.1201, -3.9703], [3.0694, -2.3719, -4.2510], [4.5942, -1.5657, -2.6032], [3.9501, -0.1549, -3.4418], [3.7101, -0.8169, -0.5504], [2.1156, -0.5131, -1.3222], [2.3429, 1.6969, -1.4177], [3.8837, 1.6034, -2.2825], [5.0855, 1.3319, -0.1226], [4.3534, 2.9058, -0.3333], [4.2070, 1.9227, 1.9834], [3.4102, 0.4771, 1.3704], [1.1009, 3.8752, 0.5969], [2.7021, 3.9988, 0.6794], [2.8325, 3.7584, 2.7956], [0.9312, 1.9789, 5.8327], [1.5622, 3.6665, 5.6609], [2.5576, 2.3590, 6.4288], [3.4598, 0.8382, 5.1340], [-1.1672, -0.5099, 1.0200], [-1.8765, 0.5805, 2.2067], [-3.5489, -0.1641, 0.7557], [-2.7294, 0.2250, -0.7417], [-3.8845, 2.1827, 1.4004], [-3.0274, 2.7839, -0.0112], [-5.5993, 2.6519, -0.1482], [-5.4150, 0.9112, -0.3723], [-3.8938, 2.8530, -2.0012], [-3.2459, 0.2028, -4.0270], [-4.4566, -0.7217, -1.8547], [-5.0245, -0.7438, -3.3657], [1.3096, 0.6429, 0.2963]],
  "lowdin_charge": [-0.11, -0.22, -0.22, -0.16, -0.21, -0.22, -0.18, -0.21, -0.20, -0.19, -0.20, -0.19, -0.10, -0.36, 0.07, -0.20, -0.44, -0.01, 0.14, -0.28, 0.97, -0.33, -0.32, -0.71, 0.90, -0.17, -0.25, -0.20, -0.21, 0.04, -0.55, 0.11, 0.08, -0.22, 0.02, -0.33, 0.23, 0.08, 0.09, 0.09, 0.11, 0.12, 0.12, 0.08, 0.12, 0.10, 0.10, 0.08, 0.11, 0.10, 0.10, 0.10, 0.11, 0.10, 0.11, 0.07, 0.05, 0.11, 0.12, 0.10, 0.12, 0.11, 0.07, 0.10, 0.17, 0.08, 0.07, 0.07, 0.11, 0.12, 0.13, 0.12, 0.07, 0.12, 0.08, 0.11, 0.11, 0.12, 0.04, 0.06, 0.07, 0.10],
  "energy_ev": -125868.3921,
  "e_above_lowest_ev": 0.000,
  "homo_energy_ev": -9.12,
  "gap_ev": 9.26
}